Run P
# H20O10

10 unconnected molecules or ions with the total composition H20O10 (the ωB97M-V functional and the def2-TZVPD basis, OMol25).

```
! wB97M-V def2-TZVPD RIJCOSX def2/J DEFGRID3
* xyz 0 1
O -0.622 0.338 -0.545
H -0.532 -0.307 0.169
H -0.906 -0.244 -1.326
O -3.729 -1.566 -2.525
H -3.680 -1.917 -3.495
H -4.665 -1.363 -2.323
O 1.524 -2.343 3.325
H 1.265 -1.412 3.497
H 2.461 -2.328 3.085
O 1.491 -1.444 -1.286
H 1.485 -1.268 -2.235
H 1.242 -0.583 -0.768
O 3.042 0.427 3.784
H 2.429 -0.031 3.295
H 2.608 0.764 4.566
O 1.161 -3.028 1.169
H 1.311 -2.994 0.218
H 0.871 -3.875 1.369
O 0.160 4.759 -3.156
H -0.472 5.431 -3.459
H -0.281 4.020 -2.869
O -0.139 1.313 -2.179
H -0.433 2.165 -2.096
H 0.479 1.223 -2.949
O -1.059 4.256 1.352
H -1.894 3.926 1.239
H -0.406 3.625 1.015
O -1.644 -2.629 0.429
H -1.159 -2.013 -0.255
H -1.212 -3.491 0.373
*
```

Properties
Molecular weight (Da): 180.150
Gap between HOMO and LUMO (Eh): 0.3805
HOMO level (eV): -10.34

Run Q
# H20O10

10 unconnected molecules or ions with the total composition H20O10 (the ωB97M-V functional and the def2-TZVPD basis, OMol25).

```
! wB97M-V def2-TZVPD RIJCOSX def2/J DEFGRID3
* xyz 0 1
O -0.815 3.852 -0.155
H -0.653 4.003 -1.089
H -0.425 2.987 0.011
O -2.432 1.352 -0.317
H -3.081 1.933 0.097
H -2.273 1.740 -1.187
O 0.453 -0.435 -0.364
H 0.690 0.377 0.125
H -0.515 -0.469 -0.316
O -1.081 -3.769 0.437
H -1.710 -3.028 0.290
H -1.438 -4.505 -0.071
O 1.119 1.836 1.126
H 0.557 2.088 1.871
H 1.738 2.571 1.028
O 3.564 0.374 2.315
H 2.604 0.311 2.266
H 3.833 0.665 1.438
O 0.538 2.662 -2.330
H 1.078 1.865 -2.416
H 1.033 3.344 -2.801
O 1.278 -3.045 1.553
H 1.154 -2.142 1.240
H 0.384 -3.445 1.488
O 0.342 -2.723 -2.206
H 1.250 -2.892 -2.473
H 0.422 -2.298 -1.333
O -2.301 -1.338 0.424
H -2.542 -0.453 0.085
H -2.772 -1.420 1.262
*
```

Properties
Molecular weight (Da): 180.150
Gap between HOMO and LUMO (Eh): 0.3594
HOMO level (eV): -9.92

Run R
# H20O10

10 unconnected molecules or ions with the total composition H20O10 (the ωB97M-V functional and the def2-TZVPD basis, OMol25).

```
! wB97M-V def2-TZVPD RIJCOSX def2/J DEFGRID3
* xyz 0 1
O -1.864 -4.495 2.316
H -2.512 -3.841 2.054
H -1.327 -4.628 1.534
O 0.221 3.216 -5.617
H 0.705 3.067 -4.805
H 0.899 3.370 -6.275
O 1.818 3.922 3.421
H 1.695 2.978 3.318
H 0.949 4.294 3.270
O 2.125 4.191 -1.923
H 2.262 4.626 -1.082
H 2.380 4.844 -2.575
O 4.066 -3.210 2.805
H 4.497 -3.458 3.623
H 3.503 -2.473 3.045
O -0.451 0.345 -0.427
H 0.404 0.719 -0.638
H -0.268 -0.307 0.250
O -5.886 2.211 0.133
H -5.405 1.509 -0.305
H -5.844 2.947 -0.477
O 0.022 -5.284 -1.208
H 0.865 -5.691 -1.009
H 0.229 -4.607 -1.852
O -2.553 -1.230 -4.243
H -2.418 -0.549 -3.585
H -1.669 -1.498 -4.496
O 1.385 -0.362 4.582
H 0.567 -0.792 4.830
H 1.606 0.185 5.336
*
```

Properties
Molecular weight (Da): 180.150
Gap between HOMO and LUMO (Eh): 0.4183
HOMO level (eV): -11.43

Most stable: run Q (next structure +114.4 kJ/mol)

Run P
# H20O10

10 unconnected molecules or ions with the total composition H20O10 (the ωB97M-V functional and the def2-TZVPD basis, OMol25).

```
! wB97M-V def2-TZVPD RIJCOSX def2/J DEFGRID3
* xyz 0 1
O 2.915 0.491 2.380
H 3.004 0.579 3.327
H 2.665 -0.375 2.123
O -0.764 0.058 -3.665
H -0.524 -0.246 -2.809
H -1.512 -0.492 -3.865
O 1.423 -1.852 1.454
H 1.676 -2.690 1.888
H 0.501 -1.859 1.734
O 0.443 -0.190 -0.489
H 0.763 -0.934 0.056
H 1.056 0.528 -0.381
O 1.309 2.355 0.550
H 0.539 2.098 1.028
H 2.003 1.900 0.996
O 0.077 2.415 -2.656
H -0.442 2.389 -1.852
H -0.271 1.581 -3.031
O -1.744 -1.422 -0.728
H -1.002 -0.784 -0.678
H -2.582 -1.075 -0.451
O -1.004 1.076 1.690
H -1.840 1.462 1.964
H -1.048 0.174 2.002
O -0.339 -4.198 0.288
H -0.363 -3.932 -0.599
H 0.379 -3.813 0.711
O -1.845 2.320 -0.709
H -1.723 2.971 0.014
H -1.751 1.465 -0.293
*
```

Properties
Molecular weight (Da): 180.150
Gap between HOMO and LUMO (Eh): 0.3209
HOMO level (eV): -9.42

Run Q
# H20O10

10 unconnected molecules or ions with the total composition H20O10 (the ωB97M-V functional and the def2-TZVPD basis, OMol25).

```
! wB97M-V def2-TZVPD RIJCOSX def2/J DEFGRID3
* xyz 0 1
O 2.675 0.762 2.923
H 1.721 0.789 2.990
H 2.959 1.637 3.190
O 2.774 -0.953 -2.839
H 1.990 -0.548 -2.469
H 3.481 -0.688 -2.250
O -0.338 -0.082 -0.957
H 0.045 -0.475 -0.173
H -1.164 -0.549 -1.081
O 4.847 0.428 -0.254
H 4.393 0.503 0.586
H 5.339 1.245 -0.335
O -0.774 1.878 3.462
H -1.495 1.363 3.101
H -1.201 2.612 3.904
O -3.063 -0.789 2.072
H -3.915 -1.212 1.961
H -2.441 -1.515 2.126
O -3.747 -1.561 -2.200
H -4.465 -1.776 -1.603
H -3.649 -2.339 -2.748
O 0.270 3.955 0.218
H -0.199 3.121 0.241
H 0.705 4.010 1.069
O -1.473 0.507 -5.106
H -1.814 0.180 -5.939
H -2.225 0.489 -4.514
O 0.161 -3.303 1.427
H 0.264 -4.083 0.881
H 0.340 -3.608 2.316
*
```

Properties
Molecular weight (Da): 180.150
Gap between HOMO and LUMO (Eh): 0.3821
HOMO level (eV): -10.41

Most stable: run Q (next structure +8.2 kJ/mol)

Run P
# C5H9ClN2

A single C5H9ClN2 molecule (the ωB97M-V functional and the def2-TZVPD basis, OMol25).

```
! wB97M-V def2-TZVPD RIJCOSX def2/J DEFGRID3
* xyz 0 1
C -1.482 -1.501 1.077
C -0.409 -1.027 0.500
Cl 0.937 -2.160 0.271
C -0.276 0.392 -0.004
N -1.101 1.253 0.455
C -1.344 2.497 -0.344
N 0.729 0.621 -0.887
C 1.540 1.771 -1.020
H -2.329 -0.858 1.273
H -1.461 -2.514 1.421
H -1.450 2.238 -1.422
H -2.360 2.780 -0.159
H -0.605 3.274 -0.043
H 1.300 -0.185 -0.888
H 1.760 2.128 0.026
H 2.531 1.367 -1.350
H 1.113 2.580 -1.692
*
```

Properties
Molecular weight (Da): 132.594
Gap between HOMO and LUMO (Eh): 0.3486
HOMO level (eV): -8.74

Run Q
# C5H9ClN2

A molecular structure, C5H9ClN2 (the ωB97M-V functional and the def2-TZVPD basis, OMol25).

```
! wB97M-V def2-TZVPD RIJCOSX def2/J DEFGRID3
* xyz 0 1
C -0.543 -1.897 0.786
C 0.129 0.447 0.050
C -0.335 -0.588 -2.064
C 0.765 1.527 1.032
C 0.901 2.688 0.492
H 0.673 -2.198 1.318
H -1.407 -2.296 1.582
H -0.484 -2.230 -0.519
H -1.022 0.084 1.731
H -1.513 -0.304 -2.173
H 0.223 -0.561 -3.292
H -0.311 -1.875 -1.686
H 0.680 2.716 -0.566
H 1.557 3.484 1.023
N -0.735 -0.377 0.749
N 0.427 0.303 -1.176
Cl 0.995 1.077 2.713
*
```

Properties
Molecular weight (Da): 132.594
Gap between HOMO and LUMO (Eh): 0.3548
HOMO level (eV): -9.17

Most stable: run P (next structure +412.1 kJ/mol)

Run P
# C19H41KN4O4Sb

A molecular structure, C19H41KN4O4Sb (the ωB97M-V functional and the def2-TZVPD basis, OMol25).

```
! wB97M-V def2-TZVPD RIJCOSX def2/J DEFGRID3
* xyz 1 1
K 0.043 0.498 -0.141
C -0.732 -1.912 1.740
C -0.394 -2.861 0.615
O -0.072 -2.117 -0.556
C 1.161 -2.462 -1.181
C 2.378 -2.028 -0.394
O 2.422 -0.612 -0.270
C 3.318 -0.194 0.748
C 2.982 1.206 1.217
O 1.676 1.324 1.769
C 1.489 0.704 3.038
C 0.230 -0.130 3.001
O 0.415 -1.119 1.996
H -1.024 -2.470 2.636
H -1.584 -1.274 1.462
H -1.252 -3.507 0.410
H 0.442 -3.497 0.913
H 1.140 -1.981 -2.160
H 1.228 -3.546 -1.319
H 3.278 -2.393 -0.903
H 2.351 -2.472 0.606
H 4.350 -0.201 0.379
H 3.259 -0.894 1.588
H 3.017 1.907 0.383
H 3.739 1.505 1.950
H 1.400 1.473 3.811
H 2.339 0.066 3.288
H -0.644 0.491 2.768
H 0.076 -0.616 3.971
C -4.213 4.897 2.914
C -4.427 5.573 1.564
C -3.327 6.586 1.267
C -4.583 4.552 0.436
N -3.399 3.711 0.256
C -2.277 3.921 -0.444
N -1.477 2.898 -0.277
N -2.145 2.053 0.551
N -3.286 2.533 0.876
H -4.208 5.641 3.710
H -3.255 4.373 2.946
H -4.999 4.172 3.131
H -5.384 6.102 1.590
H -2.340 6.116 1.277
H -3.314 7.366 2.028
H -3.470 7.070 0.298
H -4.771 5.048 -0.516
H -5.405 3.867 0.636
H -2.093 4.794 -1.046
C 0.899 0.999 -5.973
C -0.385 1.581 -5.385
Sb -0.960 0.511 -3.614
C -3.041 1.109 -3.460
C -3.575 1.963 -4.608
C -1.329 -1.395 -4.553
C -2.181 -1.335 -5.818
H 1.213 1.554 -6.859
H 0.763 -0.042 -6.275
H 1.724 1.030 -5.259
H -1.194 1.547 -6.114
H -0.247 2.628 -5.111
H -3.153 1.647 -2.516
H -3.612 0.184 -3.358
H -3.023 2.900 -4.702
H -4.626 2.216 -4.452
H -3.503 1.452 -5.568
H -1.814 -2.012 -3.793
H -0.365 -1.867 -4.755
H -3.167 -0.920 -5.609
H -2.333 -2.329 -6.243
H -1.716 -0.722 -6.591
*
```

Properties
Molecular weight (Da): 550.419
Gap between HOMO and LUMO (Eh): 0.3243
HOMO level (eV): -10.62

Run Q
# C19H41KN4O4Sb

A molecular structure, C19H41KN4O4Sb (the ωB97M-V functional and the def2-TZVPD basis, OMol25).

```
! wB97M-V def2-TZVPD RIJCOSX def2/J DEFGRID3
* xyz 1 1
K 0.454 -0.359 1.222
C -1.499 -1.837 2.936
C -0.782 -3.117 2.525
O 0.250 -2.881 1.570
C 1.572 -3.302 1.908
C 2.249 -2.461 2.974
O 2.458 -1.120 2.531
C 2.784 -0.206 3.575
C 2.376 1.210 3.206
O 0.977 1.398 3.012
C 0.143 1.249 4.158
C -1.039 0.343 3.864
O -0.543 -0.947 3.502
H -2.236 -2.115 3.700
H -2.029 -1.355 2.099
H -1.520 -3.792 2.081
H -0.365 -3.610 3.407
H 2.133 -3.277 0.972
H 1.547 -4.342 2.251
H 3.214 -2.914 3.228
H 1.629 -2.438 3.877
H 3.864 -0.234 3.752
H 2.285 -0.520 4.497
H 2.844 1.513 2.268
H 2.748 1.894 3.977
H -0.237 2.233 4.450
H 0.718 0.848 4.996
H -1.666 0.745 3.060
H -1.639 0.252 4.777
C -3.639 5.149 -0.360
C -2.892 5.044 -1.681
C -1.508 5.674 -1.596
C -2.825 3.617 -2.213
N -1.977 2.737 -1.396
C -0.683 2.414 -1.501
N -0.363 1.618 -0.509
N -1.497 1.478 0.218
N -2.461 2.129 -0.309
H -3.722 6.192 -0.059
H -3.122 4.615 0.439
H -4.646 4.736 -0.431
H -3.465 5.582 -2.444
H -0.902 5.207 -0.815
H -1.581 6.732 -1.352
H -0.960 5.595 -2.538
H -2.393 3.598 -3.215
H -3.794 3.123 -2.250
H -0.034 2.756 -2.286
C -1.590 -3.679 -3.142
C -0.907 -2.376 -3.523
Sb 0.458 -1.789 -1.986
C 1.559 -0.283 -3.055
C 2.689 0.294 -2.228
C 1.889 -3.379 -2.247
C 2.170 -3.768 -3.689
H -2.287 -4.023 -3.908
H -2.156 -3.575 -2.214
H -0.867 -4.482 -2.985
H -1.631 -1.569 -3.652
H -0.359 -2.453 -4.464
H 0.838 0.492 -3.331
H 1.916 -0.706 -3.996
H 2.314 0.760 -1.311
H 3.249 1.061 -2.766
H 3.410 -0.468 -1.926
H 1.535 -4.238 -1.673
H 2.808 -3.059 -1.747
H 1.281 -4.167 -4.181
H 2.946 -4.531 -3.770
H 2.505 -2.916 -4.283
*
```

Properties
Molecular weight (Da): 550.419
Gap between HOMO and LUMO (Eh): 0.3237
HOMO level (eV): -10.60

Most stable: run P (next structure +29.0 kJ/mol)

Run P
# C4H9N3O2

2 unconnected molecules or ions with the total composition C4H9N3O2 (the ωB97M-V functional and the def2-TZVPD basis, OMol25).

```
! wB97M-V def2-TZVPD RIJCOSX def2/J DEFGRID3
* xyz 0 1
C 0.882 -0.073 0.108
C 1.532 1.245 0.454
N -1.748 -0.747 0.176
C -1.084 0.657 0.174
C -0.926 -1.648 0.517
N -1.225 1.153 -1.147
O 1.204 -0.383 -1.259
N -0.543 -2.684 1.005
O -1.286 1.341 1.167
H 1.110 -1.329 -1.406
H -2.762 -0.896 0.144
H 1.274 -0.836 0.784
H -0.633 0.664 -1.811
H -1.000 2.140 -1.146
H 0.115 -3.344 0.622
H 1.228 1.561 1.451
H 1.239 2.026 -0.251
H 2.621 1.153 0.417
*
```

Properties
Molecular weight (Da): 131.135
Gap between HOMO and LUMO (Eh): 0.2703
HOMO level (eV): -7.40

Run Q
# C4H9N3O2

A molecular structure, C4H9N3O2 (the ωB97M-V functional and the def2-TZVPD basis, OMol25).

```
! wB97M-V def2-TZVPD RIJCOSX def2/J DEFGRID3
* xyz 0 1
C -0.680 0.854 -2.155
C -1.158 0.501 0.347
C 0.272 0.202 0.846
C 2.462 -0.807 0.050
H -1.235 1.988 -2.404
H -1.068 0.306 -3.025
H 0.520 1.147 -1.913
H -2.946 0.598 1.325
H -1.423 -0.023 2.155
H 2.616 -0.089 1.007
H 3.015 -0.291 -1.073
H 2.317 -1.948 0.239
H -0.845 -0.965 -1.442
N -1.461 0.497 -0.999
N -2.076 0.237 1.307
N 1.172 -0.371 -0.170
O 0.862 0.637 1.866
O 0.417 -1.607 -0.662
*
```

Properties
Molecular weight (Da): 131.135
Gap between HOMO and LUMO (Eh): 0.2786
HOMO level (eV): -8.57

Run R
# C4H9N3O2

A single C4H9N3O2 molecule (the ωB97M-V functional and the def2-TZVPD basis, OMol25).

```
! wB97M-V def2-TZVPD RIJCOSX def2/J DEFGRID3
* xyz 0 1
C 1.989 1.038 2.050
C 1.300 -0.022 1.259
N 0.478 -0.858 1.814
O 0.011 -1.871 1.065
N 1.446 0.025 -0.164
N 0.406 0.354 -1.092
C -0.783 0.097 -0.898
C -1.684 0.142 -2.071
O -2.823 0.946 -1.905
H 1.829 1.033 3.173
H 3.110 0.803 2.117
H 1.716 2.011 1.691
H -0.936 -2.128 1.695
H 2.338 0.457 -0.569
H -1.169 -0.401 0.027
H -2.009 -0.914 -2.107
H -1.109 0.433 -3.029
H -2.524 1.929 -2.222
*
```

Properties
Molecular weight (Da): 131.135
Gap between HOMO and LUMO (Eh): 0.3468
HOMO level (eV): -8.74

Most stable: run P (next structure +107.3 kJ/mol)

Run P
# CH5NS

2 unconnected molecules or ions with the total composition CH5NS (the ωB97M-V functional and the def2-TZVPD basis, OMol25).

```
! wB97M-V def2-TZVPD RIJCOSX def2/J DEFGRID3
* xyz 0 1
C -0.326 1.035 1.199
N -0.021 0.008 0.468
H -0.829 1.878 0.726
H -0.163 1.007 2.267
H 0.411 -0.761 0.983
S 0.840 -1.144 -2.083
H 0.295 -0.352 -0.903
H -0.207 -1.672 -2.657
*
```

Properties
Molecular weight (Da): 63.125
Gap between HOMO and LUMO (Eh): 0.3098
HOMO level (eV): -8.30

Run Q
# CH5NS

2 unconnected molecules or ions with the total composition CH5NS (the ωB97M-V functional and the def2-TZVPD basis, OMol25).

```
! wB97M-V def2-TZVPD RIJCOSX def2/J DEFGRID3
* xyz 0 1
C 0.547 0.896 -1.279
N -0.106 0.572 -0.196
H 1.644 0.617 -1.319
H 0.049 1.413 -2.154
H -1.154 0.743 -0.254
S 0.180 -1.563 2.119
H -0.014 -0.720 0.960
H -1.146 -1.957 2.124
*
```

Properties
Molecular weight (Da): 63.125
Gap between HOMO and LUMO (Eh): 0.3447
HOMO level (eV): -8.78

Most stable: run Q (next structure +20.8 kJ/mol)